DFT (ωB97M-V with the def2-TZVPD basis set) results for a structure of composition C2H6N3S at a distorted geometry.

Geometry as XYZ:
```
12
Properties=species:S:1:pos:R:3:mulliken_charge:R:1
C -2.26 -0.63 -0.38 0.0352
C -0.33 -0.91 0.69 -0.3390
N -1.31 -1.43 -0.16 -0.2966
N -0.42 0.53 0.66 -0.0514
N 1.10 1.13 -0.31 -0.5569
S -1.85 0.97 0.21 0.1535
H -3.08 -0.73 -1.07 0.4010
H -0.53 -1.37 1.69 0.3044
H 0.74 -1.35 0.57 0.3012
H 0.66 2.01 -0.62 0.3430
H 1.09 0.46 -1.12 0.3756
H 2.01 1.32 0.22 0.3300
```

Properties
maximum force: 4.2 eV/A
HOMO level (alpha / beta): -0.51801 / -0.51796 Eh
relative energy (zero: lowest compared OMol25 entry of this formula, charge and spin): 83.7 kcal/mol
total charge: +1
energy: -17466.50930 eV

***

DFT (ωB97M-V with the def2-TZVPD basis set) results for the molecule C2H6N4 at a distorted geometry.

Geometry as XYZ:
```
12
Properties=species:S:1:pos:R:3:mulliken_charge:R:1
C 0.79 0.09 -0.28 0.5188
C -1.97 0.27 0.43 -0.4544
H 2.72 0.17 0.55 0.2862
H 1.75 -1.20 1.00 0.2756
H -0.13 1.71 -0.88 0.2857
H 0.07 -1.54 -1.14 0.2784
H -1.19 0.58 1.16 0.3807
H -3.05 0.58 0.30 0.2783
N 2.02 -0.54 0.15 -0.6562
N 0.76 1.37 -0.42 -0.6457
N -0.20 -0.88 -0.39 0.0042
N -1.55 -0.59 -0.46 -0.5517
```

Properties
maximum force: 3.3 eV/A
HOMO level: -0.33653 Eh
relative energy (zero: lowest compared OMol25 entry of this formula, charge and spin): 54.9 kcal/mol
energy: -8129.71347 eV

***

DFT (ωB97M-V with the def2-TZVPD basis set) results for a structure of composition C2H6N4O at a distorted geometry.

Geometry as XYZ:
```
13
Properties=species:S:1:pos:R:3:mulliken_charge:R:1
C 1.58 -0.05 -0.01 -0.0737
C -0.84 -1.08 -0.07 0.3400
H -0.12 2.24 -0.74 0.2713
H -0.23 1.89 0.88 0.2023
H 2.02 1.00 0.12 0.3101
H 3.24 -1.42 0.14 0.3021
H -1.84 0.54 -0.23 0.4125
H -2.99 -0.91 -0.32 0.3259
N -0.37 1.47 0.03 -0.6130
N 0.13 0.04 -0.43 0.0365
N 2.13 -1.09 0.29 -0.4575
N -2.05 -0.38 0.48 -0.5918
O -0.66 -2.26 -0.14 -0.4645
```

Properties
maximum force: 7.8 eV/A
HOMO level: -0.33983 Eh
relative energy (zero: lowest compared OMol25 entry of this formula, charge and spin): 142.0 kcal/mol
energy: -10173.90205 eV

***

DFT (ωB97M-V with the def2-TZVPD basis set) results for a cluster of 2 separate species, C2H6N4O2 in total at a distorted geometry.

Geometry as XYZ:
```
14
Properties=species:S:1:pos:R:3:mulliken_charge:R:1
C -1.12 0.26 -0.06 -0.0160
C 1.02 0.64 -0.02 0.6906
H -3.29 0.84 0.02 0.2454
H -4.00 -0.36 -0.45 0.2670
H -1.11 1.32 0.21 0.3949
H 1.92 2.23 -0.36 0.2606
H 3.11 0.26 1.06 0.3185
H 1.17 -1.65 -1.03 0.4216
N -3.37 -0.17 0.25 -0.5206
N -2.10 -0.64 -0.07 -0.2199
N 0.94 1.96 -0.09 -0.6933
N 2.38 -0.04 0.11 -0.3102
O 0.11 -0.33 -0.08 -0.3593
O 2.12 -1.64 0.03 -0.4794
```

Properties
maximum force: 6.1 eV/A
HOMO level: -0.34594 Eh
relative energy (zero: lowest compared OMol25 entry of this formula, charge and spin): 190.5 kcal/mol
energy: -12218.39305 eV

***

DFT (ωB97M-V with the def2-TZVPD basis set) results for the molecule C2H6N4O2 at a distorted geometry.

Geometry as XYZ:
```
14
Properties=species:S:1:pos:R:3:mulliken_charge:R:1
C -0.77 0.55 -0.22 0.4956
C 1.55 -0.12 -0.01 0.5472
H -2.58 -1.89 -0.30 0.2729
H -1.46 -1.42 1.02 0.2572
H -2.59 0.83 -0.02 0.3638
H 0.34 2.14 0.39 0.3490
H 3.28 -0.83 0.23 0.3308
H 2.06 -2.31 0.40 0.3123
N -2.42 -1.13 0.41 -0.6449
N -2.01 0.00 -0.30 -0.0934
N -0.66 1.78 0.18 -0.7572
N 2.28 -1.26 -0.01 -0.4902
O 0.14 -0.38 -0.45 -0.3816
O 1.85 1.02 0.17 -0.5615
```

Properties
maximum force: 4.5 eV/A
HOMO level: -0.31709 Eh
relative energy (zero: lowest compared OMol25 entry of this formula, charge and spin): 54.5 kcal/mol
energy: -12224.29020 eV

***

DFT (ωB97M-V with the def2-TZVPD basis set) results for a structure of composition C2H6N4O2 at a distorted geometry.

Geometry as XYZ:
```
14
Properties=species:S:1:pos:R:3:mulliken_charge:R:1
C 0.78 0.96 -0.18 0.4130
C 0.15 -1.35 -1.04 0.4786
H -1.03 2.83 0.62 0.2927
H -0.14 2.46 1.88 0.2798
H -0.84 -0.36 0.90 0.4132
H 1.75 -0.21 -1.76 0.2700
H -1.35 -2.50 -0.15 0.3416
H 0.15 -2.18 1.14 0.3118
N -0.89 1.92 1.29 -0.6839
N -0.15 0.79 0.73 -0.1164
N 1.07 -0.34 -1.04 -0.1012
N -1.04 -1.46 0.04 -0.6489
O 1.44 1.90 -0.66 -0.6314
O 0.09 -2.44 -1.77 -0.6191
```

Properties
maximum force: 6.4 eV/A
HOMO level: -0.36135 Eh
relative energy (zero: lowest compared OMol25 entry of this formula, charge and spin): 147.0 kcal/mol
energy: -12220.27556 eV

***

DFT (ωB97M-V with the def2-TZVPD basis set) results for the molecule C2H6N4OS at a distorted geometry.

Geometry as XYZ:
```
14
Properties=species:S:1:pos:R:3:mulliken_charge:R:1
C -1.85 -0.57 0.03 0.3485
C 0.84 1.77 -0.19 0.0149
H -0.91 -2.42 -0.16 0.2035
H -2.61 -2.51 -0.03 0.2550
H 0.18 -0.57 -0.03 0.2782
H 1.04 2.87 -0.47 0.2230
H 2.88 1.66 -0.09 0.3034
H 2.33 -0.76 0.78 0.3734
N -1.76 -1.94 0.14 -0.4217
N -0.61 0.03 -0.05 0.3070
N -0.39 1.37 -0.24 -0.7946
N 2.00 1.13 0.25 -0.1753
O 2.07 -0.29 -0.10 -0.5252
S -3.21 0.25 0.15 -0.3902
```

Properties
maximum force: 2.8 eV/A
HOMO level: -0.29452 Eh
relative energy (zero: lowest compared OMol25 entry of this formula, charge and spin): 89.4 kcal/mol
energy: -21011.42817 eV

***

DFT (ωB97M-V with the def2-TZVPD basis set) results for the molecule C2H6N4S at a distorted geometry.

Geometry as XYZ:
```
13
Properties=species:S:1:pos:R:3:mulliken_charge:R:1
C 3.62 -0.27 -0.24 -0.2089
C -2.84 0.47 0.40 -0.7234
N 2.38 -0.18 0.08 -0.2916
N 1.68 -1.35 0.41 -0.4459
N 0.43 -1.37 0.45 0.6312
N -0.44 -0.59 -0.12 -0.4765
S -2.03 -1.10 -0.17 -0.0751
H 4.19 -1.02 -0.75 0.2792
H 4.07 0.75 -0.26 0.2465
H -3.87 0.17 0.64 0.3057
H -2.84 1.35 -0.31 0.2616
H -2.24 0.54 1.44 0.2354
H -0.03 -2.28 0.82 0.2619
```

Properties
maximum force: 4.3 eV/A
HOMO level (alpha / beta): -0.28371 / -0.28374 Eh
relative energy (zero: lowest compared OMol25 entry of this formula, charge and spin): 125.9 kcal/mol
energy: -18961.58442 eV

***

DFT (ωB97M-V with the def2-TZVPD basis set) results for the molecule C2H6N4S at a distorted geometry.

Geometry as XYZ:
```
13
Properties=species:S:1:pos:R:3:mulliken_charge:R:1
C -1.81 -0.16 -0.92 -0.7643
C 1.68 1.09 0.43 -0.7593
N 0.27 -1.69 0.90 0.9248
N 0.16 -2.23 -0.11 -0.5216
N 0.34 -0.87 1.74 -0.6795
N -0.40 0.13 -0.71 -0.3893
S -0.11 0.76 0.69 0.3348
H -1.82 -0.57 -1.94 0.2782
H -2.09 -0.79 -0.20 0.3470
H -2.36 0.91 -0.87 0.2876
H 1.84 2.10 0.10 0.3449
H 2.03 0.48 -0.50 0.2900
H 2.28 0.83 1.40 0.3066
```

Properties
maximum force: 5.8 eV/A
HOMO level: -0.34006 Eh
relative energy (zero: lowest compared OMol25 entry of this formula, charge and spin): 111.0 kcal/mol
energy: -18962.23086 eV

***

DFT (ωB97M-V with the def2-TZVPD basis set) results for the molecule C2H6N4S at a distorted geometry.

Geometry as XYZ:
```
13
Properties=species:S:1:pos:R:3:mulliken_charge:R:1
C 1.78 0.23 -0.03 -0.0670
C -0.61 0.61 0.08 0.6101
H -0.54 -1.64 -1.06 0.2894
H 0.25 -2.27 0.49 0.2822
H 2.57 -0.56 0.39 0.2475
H -2.35 -0.91 -0.12 0.2145
H -2.37 0.52 0.89 0.2529
H 0.41 2.25 -0.10 0.1947
N 0.43 -1.64 -0.39 -0.7310
N 0.46 -0.20 -0.14 0.2278
N -1.74 -0.08 0.42 -0.4953
N -0.63 1.91 0.08 -0.6800
S 2.35 1.75 -0.49 -0.3458
```

Properties
maximum force: 5.2 eV/A
HOMO level: -0.31425 Eh
relative energy (zero: lowest compared OMol25 entry of this formula, charge and spin): 78.9 kcal/mol
energy: -18963.62385 eV

***

DFT (ωB97M-V with the def2-TZVPD basis set) results for the molecule C2H6N4S2 at a distorted geometry.

Geometry as XYZ:
```
14
Properties=species:S:1:pos:R:3:mulliken_charge:R:1
C -0.59 -1.71 -0.89 -0.0115
C 0.10 0.62 0.42 0.7345
H -1.37 -3.88 -0.46 0.2539
H -1.00 -4.57 -2.01 0.2542
H -1.11 -1.63 0.07 0.3232
H -0.49 0.65 2.24 0.1915
H 0.80 2.52 -0.51 0.3014
H -0.21 3.37 2.23 0.1627
N -1.30 -3.72 -1.45 -0.4735
N -0.57 -2.62 -1.75 -0.2493
N -0.39 -0.03 1.41 -0.6687
N 0.52 1.94 0.44 -0.3820
S 0.17 -0.11 -1.26 -0.2395
S 0.99 2.68 1.92 -0.1971
```

Properties
maximum force: 4.2 eV/A
HOMO level: -0.30698 Eh
relative energy (zero: lowest compared OMol25 entry of this formula, charge and spin): 64.7 kcal/mol
energy: -29799.76045 eV

***

DFT (ωB97M-V with the def2-TZVPD basis set) results for the molecule C2H6N4S2 at a distorted geometry.

Geometry as XYZ:
```
14
Properties=species:S:1:pos:R:3:mulliken_charge:R:1
C -0.80 -1.62 0.12 0.1081
C 1.10 -0.35 -0.98 0.1597
H 0.53 1.06 1.10 0.2542
H -0.95 1.50 0.49 0.2449
H -0.58 -2.24 -0.84 0.2107
H -1.59 0.01 2.29 0.2306
H 1.42 -1.44 -1.29 0.2385
H 2.58 2.64 -1.92 0.1717
N -0.43 0.65 0.83 -0.6696
N -0.14 -0.35 -0.17 0.1277
N -1.62 -1.90 0.96 -0.4010
N 1.67 0.68 -1.44 -0.4036
S -2.60 -0.99 2.14 -0.1342
S 1.40 2.36 -1.30 -0.1377
```

Properties
maximum force: 5.7 eV/A
HOMO level: -0.31270 Eh
relative energy (zero: lowest compared OMol25 entry of this formula, charge and spin): 100.3 kcal/mol
energy: -29798.21484 eV

***

> relative energy (zero: lowest compared OMol25 entry of this formula, charge and spin) of number 7 (C2H6N4OS)?

89.4 kcal/mol

***

> Which of these has the lowest energy?

number 11

***

> relative energy (zero: lowest compared OMol25 entry of this formula, charge and spin) of number 3 (C2H6N4O)?

142.0 kcal/mol

***

> Which of these has the lowest energy?

number 11